(1)
DFT (ωB97M-V with the def2-TZVPD basis set) results for an isolated molecule of C5H6N2 at a distorted geometry.

- spin multiplicity = 1
- calculated total energy (Eh) = -303.540920
- SMILES = N#C/C=C\N1CC1
- Kohn-Sham gap (eV) = 10.16
- ΔE to the lowest compared entry with this formula, charge and spin (kcal per mole) = 59.71

Positions of all 13 atoms, in Å:
N  -1.788293  -0.217523  -2.547175
C  -0.944411  -0.760468  -1.966611
C  0.105763  -1.417984  -1.237131
C  0.364738  -1.028292  0.011661
N  -0.404457  0.030412  0.469375
C  0.403833  1.254991  0.368026
C  -0.229123  0.837352  1.634693
H  0.630443  -2.221886  -1.722997
H  1.166208  -1.449866  0.612914
H  1.492747  1.189654  0.322474
H  -0.030459  1.962139  -0.314025
H  0.385538  0.492857  2.456165
H  -1.152528  1.328615  1.912633

Forces on the atoms, in the same order (eV/Å):
N 0.9 -0.6 0.5
C -0.7 0.4 -0.5
C -0.1 -0.4 -0.1
C -0.2 -0.5 0.1
N 0.3 0.4 -0.7
C -0.1 0.6 0.0
C 0.0 0.1 0.4
H 0.2 0.0 -0.1
H -0.1 -0.2 0.0
H -0.3 -0.3 -0.1
H -0.1 0.5 0.2
H 0.2 0.0 0.0
H 0.0 -0.1 0.2



(2)
DFT (ωB97M-V with the def2-TZVPD basis set) results for a cluster of 2 separate species, C2H8N2O2 in total.

- spin multiplicity = 1
- calculated total energy (Eh) = -340.995638
- SMILES = NC(N)=O.CO
- Kohn-Sham gap (eV) = 10.43
- ΔE to the lowest compared entry with this formula, charge and spin (kcal per mole) = 21.83

Positions of all 14 atoms, in Å:
N  -0.581203  -0.214003  -0.706622
C  0.087365  -0.584286  -1.825306
N  1.516379  -0.648523  -1.648941
O  -0.453400  -0.898659  -2.863761
H  -1.562660  -0.057868  -0.838979
H  -0.118668  0.306585  0.020077
H  1.802386  -1.479909  -2.159705
H  1.909964  0.118059  -2.174326
C  -0.102062  0.387926  2.872180
O  -0.533560  1.647568  3.369998
H  0.773761  0.479981  2.225576
H  0.141224  -0.232003  3.731670
H  -0.895030  -0.113859  2.312196
H  -1.236952  1.975324  2.813656

Forces on the atoms, in the same order (eV/Å):
N -0.1 0.3 0.0
C 0.3 -0.3 -0.5
N -0.2 -0.2 0.2
O -0.2 -0.1 0.3
H -0.2 0.1 0.0
H 0.1 -0.3 0.0
H 0.1 0.1 0.0
H 0.2 0.3 0.0
C -0.3 0.0 0.1
O 0.2 -0.1 0.1
H 0.1 0.1 0.1
H 0.1 -0.1 0.0
H 0.0 -0.1 0.0
H -0.1 0.1 -0.1



(3)
DFT (ωB97M-V with the def2-TZVPD basis set) results for a cluster of 2 separate species, C3H7N3O2 in total at a distorted geometry.

- spin multiplicity = 1
- calculated total energy (Eh) = -433.074576
- SMILES = [H]/N=C\[N+](=O)[O-].C=CN
- Kohn-Sham gap (eV) = 6.37
- ΔE to the lowest compared entry with this formula, charge and spin (kcal per mole) = 155.74

Positions of all 15 atoms, in Å:
H  -0.101533  -2.289982  -0.562891
N  0.756916  -2.812703  -0.126721
C  1.297462  -2.204030  0.808557
N  0.854657  -0.993138  1.445048
O  1.559613  -0.579941  2.347906
O  -0.324502  -0.571726  1.154578
H  2.172139  -2.577019  1.268600
C  -0.968545  1.317021  -1.994756
C  -0.348218  1.231248  -0.794141
N  -0.863586  1.976970  0.312598
H  -0.460031  1.066337  -2.922943
H  -1.812968  1.999669  -2.023588
H  0.400604  0.520748  -0.467793
H  -0.360019  1.771178  1.195444
H  -1.801988  2.145368  0.360103

Forces on the atoms, in the same order (eV/Å):
H 1.7 -1.0 1.3
N -2.1 1.3 -1.6
C 0.2 -1.1 -1.0
N -3.9 1.7 1.0
O -0.5 0.2 -0.9
O 3.7 -1.5 1.2
H 0.9 -0.2 0.6
C 1.3 0.4 0.7
C -2.3 1.0 0.3
N 4.6 -1.4 0.0
H -0.4 -0.5 0.2
H 0.1 0.0 -0.3
H 0.5 0.6 -0.9
H -1.2 0.2 -1.0
H -2.6 0.5 0.2



(4)
DFT (ωB97M-V with the def2-TZVPD basis set) results for an isolated molecule of C4H5ClO at a distorted geometry.

- spin multiplicity = 1
- calculated total energy (Eh) = -690.717630
- SMILES = ClC1=COCC1
- Kohn-Sham gap (eV) = 9.70
- ΔE to the lowest compared entry with this formula, charge and spin (kcal per mole) = 64.92

Positions of all 11 atoms, in Å:
Cl  0.443252  -2.174474  -1.874670
C  0.261120  -0.635044  -0.952147
C  1.242964  -0.344077  -0.105052
O  1.080461  0.667665  0.873077
C  -0.241042  0.895317  0.712977
C  -1.001556  -0.197323  -0.216323
H  2.180639  -0.675200  -0.370306
H  -0.336759  0.864199  1.969180
H  -0.495612  1.964757  0.328717
H  -1.741362  0.466975  -0.915230
H  -1.392106  -0.832795  0.549776

Forces on the atoms, in the same order (eV/Å):
Cl -0.4 1.4 0.3
C -1.2 -2.0 2.1
C 1.0 2.2 -0.5
O 3.4 -3.5 -4.0
C -4.3 2.8 3.9
C 0.1 4.3 -1.1
H 2.4 -0.6 0.5
H -2.2 0.3 -3.2
H 0.7 -1.7 0.7
H 1.3 -2.2 2.0
H -0.9 -1.1 -0.6